ORCA calculation (the ωB97M-V functional and the def2-TZVPD basis) on C20H21Br2Cl3N3O6TeTi as an isolated structure at a distorted geometry.

Positions of all 57 atoms, in Å:
Ti  -0.3842  0.4432  -0.0956
O  -0.0369  -1.7070  -0.8429
C  -0.3724  -2.6443  0.1807
C  -1.7639  -2.3560  0.7370
N  -1.8914  -0.9593  1.1802
C  -3.1978  -0.4055  0.8149
C  -3.1674  -0.0676  -0.6938
O  -4.1937  -0.0090  -1.3334
O  -1.9673  0.0926  -1.1544
C  -1.4935  -0.7677  2.5777
C  -0.0031  -0.3948  2.6471
O  0.5905  -0.4190  3.7046
O  0.5251  -0.1360  1.5006
H  -0.6701  -1.8027  -1.5672
H  0.4016  -2.5359  0.9406
H  -0.3377  -3.6633  -0.2141
H  -1.9626  -3.0478  1.5633
H  -2.5018  -2.5393  -0.0491
H  -3.3748  0.5229  1.3592
H  -4.0250  -1.0945  1.0084
H  -1.6460  -1.6617  3.1893
H  -2.0575  0.0508  3.0233
C  0.5309  0.9156  -3.4708
C  0.0380  2.1407  -2.7841
C  -0.0113  3.3691  -3.4669
C  -0.5277  4.4905  -2.8796
C  -1.0124  4.4119  -1.5596
C  -1.6056  5.4493  -0.8082
Br  -1.7934  7.1806  -1.5700
C  -2.0692  5.2564  0.4647
C  -1.8975  4.0086  1.0731
Br  -2.5247  3.6785  2.8276
C  -1.2825  2.9585  0.4232
O  -1.0418  1.7839  0.9738
C  -0.8854  3.1582  -0.9270
N  -0.3711  2.0554  -1.5257
H  0.3387  0.9855  -4.5413
H  0.0326  0.0343  -3.0701
H  1.6169  0.7986  -3.3283
H  0.3511  3.4114  -4.4841
H  -0.5673  5.4266  -3.4187
H  -2.5479  6.0615  1.0022
C  5.2793  -3.1501  1.4943
Te  3.7027  -1.8416  2.1782
C  3.3243  -3.2760  3.7487
H  5.9580  -3.3720  2.3165
H  5.8320  -2.6651  0.6953
H  4.8568  -4.0798  1.1180
H  4.2561  -3.5128  4.2589
H  2.8964  -4.1913  3.3439
H  2.6391  -2.8255  4.4622
Cl  3.7086  -2.1587  -1.6295
C  3.7317  -0.5008  -1.1148
Cl  3.9848  0.7301  -3.3196
Cl  5.1407  -0.0255  -0.2196
C  2.5425  -0.0189  -0.7067
N  1.5059  0.5833  -0.6859

Properties
* gap between HOMO and LUMO (spin up / spin down): 4.63 / 4.64 eV
* charge: -1
* E_HOMO (spin up / spin down): -3.25 / -3.27 eV
* E_LUMO (spin up / spin down): 1.373 / 1.374 eV
* electronic energy: -245901.710 eV
* energy above the lowest of the compared OMol25 structures with the same formula, charge and spin: 50.17 kcal/mol